{
  "formula": "C6H16N2",
  "method": "wB97M-V/def2-TZVPD",
  "symbols": ["C", "N", "C", "C", "C", "N", "C", "C", "H", "H", "H", "H", "H", "H", "H", "H", "H", "H", "H", "H", "H", "H", "H", "H"],
  "positions_angstrom": [[-1.059, 0.149, -0.776], [-0.154, 0.984, -1.585], [0.850, 1.712, -0.688], [0.635, 3.201, -1.349], [-0.703, -1.213, -0.365], [-0.337, -1.213, 1.027], [-1.051, -2.156, 1.962], [1.112, -1.172, 1.247], [-1.919, -0.051, -1.604], [-1.403, 0.623, 0.164], [0.423, 0.283, -2.219], [1.852, 1.376, -0.945], [0.537, 1.465, 0.394], [0.760, 2.947, -2.374], [-0.239, 3.702, -0.874], [1.703, 3.726, -1.121], [-0.110, -1.929, -0.980], [-1.634, -1.806, -0.428], [-0.587, -3.122, 2.197], [-2.019, -2.517, 1.471], [-1.126, -1.580, 2.944], [1.642, -2.015, 1.889], [1.570, -1.180, 0.311], [1.256, -0.214, 1.700]],
  "nbo_charge": [-0.232, -0.642, -0.239, -0.605, -0.264, -0.474, -0.414, -0.414, 0.180, 0.221, 0.347, 0.182, 0.195, 0.221, 0.226, 0.178, 0.187, 0.202, 0.175, 0.201, 0.202, 0.186, 0.189, 0.194],
  "e_homo_ev": -8.218,
  "gap_ha": 0.3391,
  "lumo_ev": 1.010,
  "smiles": "CCNCCN(C)C"
}


{
  "formula": "C6H16N2",
  "method": "wB97M-V/def2-TZVPD",
  "symbols": ["C", "C", "N", "C", "N", "C", "H", "H", "H", "H", "H", "H", "H", "H", "H", "H", "C", "C", "H", "H", "H", "H", "H", "H"],
  "positions_angstrom": [[-1.368, 1.013, 0.551], [0.937, -2.184, 1.010], [-0.657, -0.183, 0.087], [0.036, -1.069, 1.455], [-1.400, -1.150, -0.633], [-0.061, -0.707, 2.732], [-2.060, -1.593, 0.004], [-1.844, -0.702, -1.430], [-1.829, 1.525, -0.297], [-0.644, 1.700, 0.995], [-2.103, 0.742, 1.311], [1.822, -1.777, 0.508], [1.284, -2.801, 1.849], [0.449, -2.862, 0.305], [-0.753, 0.050, 3.085], [0.550, -1.174, 3.506], [1.364, 2.037, -1.821], [0.507, 0.826, -2.059], [0.807, 2.818, -1.295], [1.722, 2.478, -2.761], [2.255, 1.788, -1.234], [1.021, -0.006, -2.539], [-0.399, 1.053, -2.623], [0.364, 0.177, -0.708]],
  "nbo_charge": [-0.441, -0.686, -0.286, 0.215, -0.670, -0.471, 0.351, 0.374, 0.222, 0.222, 0.191, 0.233, 0.225, 0.242, 0.209, 0.222, -0.608, -0.801, 0.181, 0.177, 0.189, 0.188, 0.172, 0.350],
  "e_homo_ev": -6.563,
  "gap_ha": 0.2711,
  "lumo_ev": 0.813
}


{
  "formula": "C6H16N2",
  "method": "wB97M-V/def2-TZVPD",
  "symbols": ["C", "C", "C", "C", "C", "N", "C", "N", "H", "H", "H", "H", "H", "H", "H", "H", "H", "H", "H", "H", "H", "H", "H", "H"],
  "positions_angstrom": [[-0.721, 1.047, 1.847], [0.284, 0.621, 0.693], [0.162, 1.432, -0.754], [1.298, 1.391, -1.717], [-1.207, 1.399, -1.538], [-0.065, -0.780, 0.071], [0.422, -1.899, 0.921], [-0.075, -3.116, 0.474], [-1.142, 0.095, 2.204], [-0.192, 1.628, 2.521], [-1.496, 1.613, 1.424], [1.386, 0.720, 1.025], [0.193, 2.492, -0.345], [1.043, 1.835, -2.746], [1.842, 0.460, -1.800], [2.040, 2.206, -1.323], [-1.398, 0.444, -2.116], [-1.880, 1.604, -0.696], [-1.341, 2.220, -2.368], [-1.040, -0.896, 0.033], [1.573, -2.024, 0.902], [0.081, -1.690, 1.962], [-0.285, -3.892, 1.165], [0.173, -3.488, -0.364]],
  "nbo_charge": [-0.634, -0.027, -0.201, -0.618, -0.627, -0.652, -0.036, -0.870, 0.212, 0.214, 0.207, 0.207, 0.171, 0.214, 0.219, 0.197, 0.213, 0.201, 0.214, 0.353, 0.147, 0.153, 0.374, 0.368],
  "e_homo_ev": -8.668,
  "gap_ha": 0.3584,
  "lumo_ev": 1.085,
  "smiles": "CC(C)[C@@H](C)NCN"
}


{
  "formula": "C6H16N2",
  "method": "wB97M-V/def2-TZVPD",
  "symbols": ["C", "C", "C", "N", "H", "H", "H", "H", "H", "H", "H", "H", "H", "C", "N", "C", "C", "H", "H", "H", "H", "H", "H", "H"],
  "positions_angstrom": [[1.005, 0.246, 0.481], [1.607, 0.402, -0.908], [1.232, 1.497, 1.328], [-0.072, -2.217, 0.546], [1.585, -0.534, 0.986], [0.745, -2.419, -0.019], [-0.099, -2.194, 1.560], [1.043, 1.111, -1.517], [1.636, -0.553, -1.436], [2.645, 0.756, -0.842], [0.803, 1.370, 2.327], [0.800, 2.383, 0.858], [2.307, 1.658, 1.486], [-1.660, 1.138, -0.294], [-1.030, -1.627, -1.466], [-1.069, -1.351, -0.054], [-0.798, 0.084, 0.402], [-0.135, -1.377, -1.867], [-1.734, -1.105, -1.973], [-2.056, -1.671, 0.316], [-1.056, 0.119, 1.469], [-1.941, 1.926, 0.413], [-2.614, 0.739, -0.667], [-1.142, 1.617, -1.130]],
  "nbo_charge": [-0.175, -0.627, -0.620, -0.876, 0.208, 0.379, 0.376, 0.203, 0.190, 0.210, 0.205, 0.199, 0.201, -0.644, -0.832, 0.101, -0.206, 0.348, 0.359, 0.170, 0.190, 0.216, 0.214, 0.210],
  "e_homo_ev": -8.409,
  "gap_ha": 0.3451,
  "lumo_ev": 0.980,
  "smiles": "CC(C)[C@@H](C)C(N)N"
}


{
  "formula": "C6H16N2",
  "method": "wB97M-V/def2-TZVPD",
  "symbols": ["C", "C", "N", "C", "C", "C", "N", "C", "H", "H", "H", "H", "H", "H", "H", "H", "H", "H", "H", "H", "H", "H", "H", "H"],
  "positions_angstrom": [[-2.980, -1.664, 0.357], [-1.465, -1.711, 0.260], [-0.783, -0.413, 0.341], [-1.590, 0.737, 0.056], [0.437, -0.379, -0.445], [1.622, 0.192, 0.329], [2.691, 0.668, -0.535], [3.037, 2.088, -0.435], [-3.354, -2.659, 0.584], [-3.332, -1.081, 1.220], [-3.540, -1.245, -0.476], [-1.137, -2.338, 1.093], [-1.224, -2.259, -0.659], [-2.162, 0.725, -0.883], [-2.360, 0.949, 0.811], [-1.027, 1.669, 0.184], [0.347, 0.211, -1.363], [0.706, -1.375, -0.788], [1.295, 1.017, 0.964], [1.995, -0.550, 1.040], [3.522, 0.107, -0.457], [2.517, 2.514, 0.421], [2.672, 2.606, -1.321], [4.113, 2.189, -0.297]],
  "nbo_charge": [-0.627, -0.206, -0.460, -0.421, -0.221, -0.219, -0.648, -0.405, 0.217, 0.206, 0.207, 0.188, 0.172, 0.168, 0.197, 0.205, 0.181, 0.190, 0.177, 0.182, 0.361, 0.176, 0.186, 0.192],
  "e_homo_ev": -8.227,
  "gap_ha": 0.3435,
  "lumo_ev": 1.121,
  "smiles": "CCN(C)CCNC"
}


{
  "formula": "C6H16N2",
  "method": "wB97M-V/def2-TZVPD",
  "symbols": ["C", "C", "N", "C", "C", "C", "C", "N", "H", "H", "H", "H", "H", "H", "H", "H", "H", "H", "H", "H", "H", "H", "H", "H"],
  "positions_angstrom": [[1.623, -2.337, 1.042], [0.933, -1.347, 0.109], [0.087, -0.355, 0.826], [-1.164, -0.966, 1.337], [1.097, 1.633, -0.238], [-0.178, 0.883, 0.065], [-0.979, 0.646, -1.235], [-1.318, 1.930, -1.836], [2.108, -1.776, 1.843], [2.381, -2.927, 0.530], [0.943, -3.038, 1.521], [1.704, -0.745, -0.376], [0.333, -1.806, -0.666], [-1.636, -1.557, 0.551], [-0.889, -1.654, 2.135], [-1.821, -0.172, 1.670], [1.851, 1.434, 0.527], [1.002, 2.707, -0.310], [1.492, 1.427, -1.241], [-0.892, 1.422, 0.704], [-1.853, 0.013, -1.010], [-0.407, 0.036, -1.947], [-2.128, 1.763, -2.415], [-1.598, 2.555, -1.096]],
  "lowdin_spin": [0.012, 0.058, 0.654, 0.059, 0.010, 0.062, 0.057, 0.010, 0.000, 0.000, 0.000, 0.000, 0.027, 0.029, 0.011, 0.000, 0.000, 0.001, 0.000, 0.005, 0.001, 0.001, 0.003, 0.001],
  "e_homo_ev": [-13.606, -13.596],
  "gap_ha": [0.4052, 0.2236],
  "spin_multiplicity": 2,
  "charge": 1,
  "lumo_ev": [-2.581, -7.511],
  "s2": 0.75
}


{
  "formula": "C6H16N2O",
  "method": "wB97M-V/def2-TZVPD",
  "symbols": ["C", "C", "C", "N", "H", "H", "H", "H", "H", "H", "H", "H", "H", "C", "C", "N", "C", "O", "H", "H", "H", "H", "H", "H", "H"],
  "positions_angstrom": [[2.156, -0.663, -0.412], [2.078, -1.741, 0.661], [1.982, 0.725, 0.174], [1.050, -0.900, -1.424], [3.134, -0.729, -0.916], [0.965, -1.889, -1.633], [1.292, -0.439, -2.296], [1.105, -1.714, 1.145], [2.847, -1.575, 1.411], [2.222, -2.730, 0.229], [1.119, 0.764, 0.833], [2.873, 1.024, 0.721], [1.735, 1.450, -0.627], [-1.835, -0.498, 0.653], [-2.288, 0.867, 0.222], [-3.464, 1.304, 0.871], [-1.721, 1.601, -0.737], [-0.593, 1.333, -1.451], [-0.218, 0.390, -1.310], [-3.461, 1.109, 1.863], [-3.667, 2.280, 0.700], [-2.122, 2.577, -0.986], [-1.479, -0.473, 1.686], [-2.671, -1.194, 0.607], [-1.041, -0.878, 0.015]],
  "nbo_charge": [-0.039, -0.617, -0.628, -0.865, 0.172, 0.371, 0.374, 0.211, 0.217, 0.204, 0.212, 0.211, 0.232, -0.657, 0.059, -0.822, 0.075, -0.752, 0.506, 0.360, 0.366, 0.162, 0.204, 0.220, 0.225],
  "e_homo_ev": -7.024,
  "gap_ha": 0.2911,
  "lumo_ev": 0.899,
  "smiles": "C/C(N)=C\\O.CC(C)N"
}


{
  "formula": "C6H16N2O2",
  "method": "wB97M-V/def2-TZVPD",
  "symbols": ["C", "C", "C", "N", "O", "H", "H", "H", "H", "H", "H", "H", "H", "H", "C", "C", "C", "N", "O", "H", "H", "H", "H", "H", "H", "H"],
  "positions_angstrom": [[-1.534, -1.174, -0.168], [0.922, -1.218, 1.183], [-2.697, -0.638, 0.643], [-0.059, -0.266, 0.663], [-1.458, -0.882, -1.399], [-1.038, 0.583, -1.353], [-0.521, 0.182, 1.450], [-1.237, -2.191, 0.132], [0.425, -1.891, 1.883], [1.329, -1.806, 0.363], [1.741, -0.721, 1.710], [-3.597, -1.149, 0.297], [-2.580, -0.834, 1.709], [-2.816, 0.429, 0.464], [1.639, 0.468, -1.126], [0.999, 2.009, 0.768], [0.488, 0.935, -0.195], [1.294, -0.405, -2.228], [-0.579, 1.428, -0.900], [0.729, -1.187, -1.909], [0.705, 0.092, -2.887], [2.062, 1.382, -1.548], [2.428, 0.000, -0.532], [0.210, 2.296, 1.461], [1.274, 2.889, 0.193], [1.870, 1.667, 1.325]],
  "nbo_charge": [0.429, -0.423, -0.699, -0.539, -0.762, 0.509, 0.384, 0.121, 0.210, 0.212, 0.199, 0.238, 0.199, 0.233, -0.264, -0.641, 0.421, -0.827, -0.773, 0.368, 0.364, 0.207, 0.182, 0.212, 0.235, 0.207],
  "e_homo_ev": -8.840,
  "gap_ha": 0.3483,
  "lumo_ev": 0.637
}


{
  "formula": "C6H16N2O2SSi",
  "method": "wB97M-V/def2-TZVPD",
  "symbols": ["C", "C", "C", "C", "C", "C", "N", "N", "O", "O", "Si", "S", "H", "H", "H", "H", "H", "H", "H", "H", "H", "H", "H", "H", "H", "H", "H", "H"],
  "positions_angstrom": [[0.950, -0.759, -2.009], [0.553, -1.143, -0.608], [-1.263, 2.165, -0.473], [-2.353, 0.489, -2.790], [1.816, -0.052, 3.110], [1.574, -0.662, 0.415], [-0.394, 0.514, 2.145], [0.227, -2.034, 2.332], [0.512, 0.578, -2.219], [-0.755, -0.697, -0.480], [-0.906, 0.656, -1.464], [0.571, -0.640, 1.941], [2.040, -0.941, -2.077], [0.477, -1.341, -2.739], [0.579, -2.219, -0.408], [-1.558, 3.060, -1.161], [-2.230, 2.061, 0.103], [-0.476, 2.626, 0.195], [-1.949, 0.052, -3.726], [-2.891, -0.276, -2.410], [-2.907, 1.443, -2.924], [2.704, -0.506, 3.007], [1.852, 0.975, 3.008], [1.526, -0.283, 4.109], [1.826, 0.393, 0.118], [2.398, -1.384, 0.690], [-1.211, 0.336, 1.720], [-0.712, -2.413, 2.592]],
  "lowdin_spin": [0.025, 0.030, 0.020, 0.004, 0.060, 0.220, 0.752, 0.264, 0.010, 0.040, 0.016, 0.358, 0.015, 0.002, 0.007, 0.002, 0.004, 0.009, 0.000, 0.001, 0.001, 0.008, 0.008, 0.008, 0.016, 0.069, 0.039, 0.015],
  "e_homo_ev": [-2.884, -9.502],
  "gap_ha": [0.1355, 0.2353],
  "spin_multiplicity": 3,
  "lumo_ev": [0.804, -3.098],
  "s2": 2.01
}


{
  "formula": "C6H16N2P",
  "method": "wB97M-V/def2-TZVPD",
  "symbols": ["C", "C", "C", "C", "C", "C", "N", "N", "P", "H", "H", "H", "H", "H", "H", "H", "H", "H", "H", "H", "H", "H", "H", "H", "H"],
  "positions_angstrom": [[0.489, 1.116, -1.347], [-1.417, 0.318, 0.066], [0.755, 1.270, 0.184], [1.269, 2.707, 0.512], [1.703, 0.285, 0.793], [-1.310, -3.187, -0.554], [-0.550, 1.008, 0.754], [-0.939, -2.465, 0.735], [-0.843, -0.080, -1.619], [0.135, 2.124, -1.731], [1.362, 0.782, -1.843], [-2.335, 0.012, 0.454], [2.418, 2.919, 0.309], [1.102, 2.883, 1.617], [0.885, 3.585, 0.020], [1.992, 0.528, 1.898], [2.542, 0.389, 0.057], [1.305, -0.638, 0.583], [-1.515, -4.188, -0.465], [-2.143, -2.741, -0.937], [-0.370, -3.234, -1.202], [-0.933, 1.503, 1.654], [-0.112, -3.018, 1.075], [-1.796, -2.601, 1.309], [-1.693, 0.723, -2.319]],
  "nbo_charge": [-0.718, 0.031, 0.113, -0.643, -0.617, -0.411, -0.462, -0.869, 0.621, 0.258, 0.257, 0.235, 0.260, 0.221, 0.238, 0.249, 0.234, 0.220, 0.193, 0.184, 0.198, 0.456, 0.380, 0.367, 0.006],
  "e_homo_ev": -13.299,
  "gap_ha": 0.3347,
  "charge": 1,
  "lumo_ev": -4.191
}


{
  "formula": "C6H16N3O",
  "method": "wB97M-V/def2-TZVPD",
  "symbols": ["C", "C", "C", "C", "C", "C", "N", "N", "N", "O", "H", "H", "H", "H", "H", "H", "H", "H", "H", "H", "H", "H", "H", "H", "H", "H"],
  "positions_angstrom": [[0.299, 2.384, -0.010], [-2.033, 1.532, -0.308], [-1.024, -1.703, 1.471], [-0.707, -2.198, -0.916], [-0.636, 1.281, 0.313], [-0.292, -0.067, -0.193], [3.787, -0.024, -0.339], [-0.748, -1.242, 0.151], [2.569, -0.103, -0.486], [1.839, -0.397, 0.406], [0.779, 2.402, -0.905], [1.041, 2.590, 0.708], [-0.358, 3.338, -0.055], [-1.818, 1.998, -1.232], [-2.587, 0.670, -0.359], [-2.488, 2.074, 0.478], [-1.895, -1.189, 1.992], [-1.350, -2.772, 1.341], [-0.093, -1.856, 2.101], [-1.159, -3.138, -0.607], [-1.288, -2.060, -1.913], [0.348, -2.398, -1.185], [-0.805, 1.183, 1.356], [-0.016, -0.256, -1.225], [4.401, 0.284, -1.149], [4.232, -0.333, 0.564]],
  "nbo_charge": [-0.607, -0.567, -0.456, -0.451, -0.308, 0.410, -0.499, -0.349, 0.222, -0.433, 0.223, 0.232, 0.227, 0.225, 0.212, 0.240, 0.242, 0.234, 0.245, 0.235, 0.244, 0.224, 0.230, 0.208, 0.430, 0.386],
  "e_homo_ev": -13.140,
  "gap_ha": 0.3673,
  "charge": 1,
  "lumo_ev": -3.147
}


{
  "formula": "C6H16N3O",
  "method": "wB97M-V/def2-TZVPD",
  "symbols": ["C", "C", "C", "C", "C", "C", "N", "N", "N", "O", "H", "H", "H", "H", "H", "H", "H", "H", "H", "H", "H", "H", "H", "H", "H", "H"],
  "positions_angstrom": [[0.229, -0.042, 0.311], [-1.607, 2.091, -0.822], [-2.548, -1.857, 0.584], [-1.526, 0.638, -1.119], [-1.997, -0.533, 1.114], [3.176, 0.312, 0.091], [3.194, -0.488, 1.117], [-1.090, -0.085, 0.082], [3.772, -0.103, -1.035], [1.092, 0.280, -0.507], [-0.699, 2.661, -1.013], [-2.362, 2.581, -1.317], [-1.915, 2.154, 0.197], [-3.312, -2.284, 1.296], [-3.060, -1.871, -0.444], [-1.666, -2.433, 0.374], [-2.609, 0.325, -1.530], [-0.929, 0.418, -1.957], [-2.823, 0.246, 1.090], [-1.408, -0.806, 1.984], [0.612, -0.552, 1.190], [2.623, -0.199, 1.905], [3.701, -1.374, 1.098], [4.035, -1.090, -1.279], [2.868, 1.375, 0.194], [4.249, 0.638, -1.605]],
  "nbo_charge": [0.529, -0.624, -0.622, -0.231, -0.220, 0.441, -0.744, -0.392, -0.768, -0.659, 0.219, 0.228, 0.206, 0.233, 0.223, 0.207, 0.222, 0.234, 0.221, 0.219, 0.111, 0.422, 0.430, 0.429, 0.255, 0.433],
  "e_homo_ev": -12.883,
  "gap_ha": 0.3738,
  "charge": 1,
  "lumo_ev": -2.712
}


What did the fifth record say?
{
  "formula": "C6H16N2",
  "method": "wB97M-V/def2-TZVPD",
  "symbols": ["C", "C", "N", "C", "C", "C", "N", "C", "H", "H", "H", "H", "H", "H", "H", "H", "H", "H", "H", "H", "H", "H", "H", "H"],
  "positions_angstrom": [[-2.980, -1.664, 0.357], [-1.465, -1.711, 0.260], [-0.783, -0.413, 0.341], [-1.590, 0.737, 0.056], [0.437, -0.379, -0.445], [1.622, 0.192, 0.329], [2.691, 0.668, -0.535], [3.037, 2.088, -0.435], [-3.354, -2.659, 0.584], [-3.332, -1.081, 1.220], [-3.540, -1.245, -0.476], [-1.137, -2.338, 1.093], [-1.224, -2.259, -0.659], [-2.162, 0.725, -0.883], [-2.360, 0.949, 0.811], [-1.027, 1.669, 0.184], [0.347, 0.211, -1.363], [0.706, -1.375, -0.788], [1.295, 1.017, 0.964], [1.995, -0.550, 1.040], [3.522, 0.107, -0.457], [2.517, 2.514, 0.421], [2.672, 2.606, -1.321], [4.113, 2.189, -0.297]],
  "nbo_charge": [-0.627, -0.206, -0.460, -0.421, -0.221, -0.219, -0.648, -0.405, 0.217, 0.206, 0.207, 0.188, 0.172, 0.168, 0.197, 0.205, 0.181, 0.190, 0.177, 0.182, 0.361, 0.176, 0.186, 0.192],
  "e_homo_ev": -8.227,
  "gap_ha": 0.3435,
  "lumo_ev": 1.121,
  "smiles": "CCN(C)CCNC"
}